1.
This record from the Open Molecules 2025 dataset describes C44H27ClN13O4SY as an isolated structure in a non-equilibrium geometry. The level of theory is ωB97M-V/def2-TZVPD.

The calculation puts the energy above the lowest of the compared OMol25 structures with the same formula, charge and spin at 94.9 kcal/mol. Its total energy is -3602.65321 Ha. As for the HOMO-LUMO gap (spin up / spin down): 0.1837 / 0.1786 Ha. For the LUMO energy (spin up / spin down), the calculation gives -1.344 / -1.391 eV.

Geometry (Å):
Y 0.419 -0.587 -0.321
C 1.774 -0.917 6.290
C 3.028 -0.406 5.908
C 3.377 -0.279 4.580
C 2.436 -0.663 3.625
C 2.459 -0.676 2.174
N 3.520 -0.318 1.444
C 3.601 -0.432 0.133
C 4.826 -0.230 -0.639
C 6.111 0.156 -0.275
C 7.061 0.233 -1.276
C 6.746 -0.073 -2.609
C 5.472 -0.472 -2.968
C 4.517 -0.545 -1.961
C 3.110 -0.931 -1.989
N 2.473 -1.311 -3.090
C 1.230 -1.747 -3.121
N 0.422 -2.040 -2.057
C -0.793 -2.443 -2.516
N -1.840 -2.821 -1.799
C -1.867 -2.797 -0.470
N -0.940 -2.276 0.363
C -1.356 -2.426 1.664
N -0.732 -2.052 2.754
C 0.480 -1.484 2.780
N 1.264 -1.144 1.722
C 1.191 -1.172 4.005
C 0.846 -1.311 5.349
C -2.656 -3.099 1.657
C -3.505 -3.500 2.679
C -4.690 -4.117 2.317
C -5.019 -4.332 0.972
C -4.166 -3.943 -0.045
C -2.978 -3.324 0.322
C -0.783 -2.413 -3.980
C -1.765 -2.686 -4.921
C -1.429 -2.522 -6.253
C -0.149 -2.098 -6.633
C 0.828 -1.824 -5.691
C 0.488 -1.989 -4.358
N 2.610 -0.817 -0.731
H 1.543 -1.011 7.343
H 3.732 -0.113 6.676
H 4.342 0.101 4.281
H 6.350 0.383 0.752
H 8.071 0.531 -1.031
H 7.516 0.003 -3.364
H 5.217 -0.716 -3.989
H -0.112 -1.722 5.633
H -3.244 -3.334 3.714
H -5.377 -4.445 3.085
H -5.958 -4.812 0.729
H -4.407 -4.107 -1.085
H -2.754 -2.999 -4.618
H -2.168 -2.714 -7.019
H 0.074 -1.975 -7.683
H 1.809 -1.473 -5.973
N 0.947 1.740 0.990
N 0.502 2.284 2.243
C -1.848 2.026 1.469
N -3.144 2.835 1.627
S -2.181 0.582 0.537
H 1.965 1.714 1.043
H 0.653 2.324 0.198
H 0.590 3.297 2.227
H -3.370 3.313 2.498
H -3.910 2.421 1.098
O -2.527 2.248 -4.939
C -3.215 2.802 -3.951
O -4.353 3.175 -4.075
C -2.504 2.920 -2.652
C -3.011 3.466 -1.489
Cl -4.528 4.121 -1.084
N -2.037 3.384 -0.547
N -0.936 2.789 -1.043
C -1.208 2.485 -2.289
C -0.267 1.538 -2.983
O -0.343 1.435 -4.208
O 0.407 0.828 -2.184
C -2.007 3.418 0.875
C -1.475 4.675 1.459
C -1.263 4.938 2.751
C -1.409 4.022 3.888
C -1.241 2.698 3.851
C -0.849 1.903 2.639
H -1.602 1.989 -4.663
H -1.297 5.447 0.724
H -0.957 5.947 2.996
H -1.622 4.484 4.842
H -1.367 2.140 4.769
H -0.847 0.840 2.897

Mulliken population analysis, charges in e, atoms 1 to 8: 0.5333, -0.7641, -0.6003, -0.4451, 0.6790, -0.3130, -0.5112, -0.1619

---

2.
This record from the Open Molecules 2025 dataset describes a 14-piece molecular cluster, C35H63N7O21 overall in a non-equilibrium geometry. The level of theory is ωB97M-V/def2-TZVPD.

The calculation puts the energy above the lowest of the compared OMol25 structures with the same formula, charge and spin at 0.0 kcal/mol. Its total energy is -3334.69932 Ha. As for the HOMO-LUMO gap: 0.3958 Ha. For the LUMO energy, the calculation gives 0.198 eV.

Geometry (Å):
C 5.618 -4.178 5.801
O 4.495 -3.429 5.437
C 4.697 -2.350 4.674
O 5.745 -1.897 4.296
O 3.506 -1.841 4.410
C 3.415 -0.717 3.572
H 5.365 -5.133 6.268
H 6.166 -3.700 6.621
H 6.292 -4.428 4.982
H 4.002 -0.809 2.655
H 3.877 0.160 4.039
H 2.410 -0.409 3.303
C -1.671 0.802 2.591
O -2.493 1.166 3.694
C -3.761 0.822 3.743
O -4.483 0.479 2.842
O -4.171 0.944 5.003
C -5.557 1.156 5.188
H -1.458 -0.271 2.621
H -0.750 1.365 2.686
H -2.059 0.880 1.571
H -5.831 2.200 5.008
H -5.809 0.944 6.223
H -6.199 0.582 4.523
C -3.979 -5.360 -0.812
O -2.800 -4.796 -0.228
C -1.788 -5.598 0.092
O -0.772 -5.168 0.535
O -2.103 -6.881 -0.080
C -1.082 -7.807 0.260
H -3.732 -5.893 -1.733
H -4.643 -4.538 -1.055
H -4.488 -6.077 -0.171
H -0.101 -7.365 0.078
H -1.212 -8.726 -0.300
H -1.050 -8.033 1.328
C -0.619 -1.782 -0.272
O 0.195 -0.823 -0.953
C 0.878 0.051 -0.221
O 1.063 -0.021 0.959
O 1.396 0.908 -1.096
C 2.063 2.081 -0.675
H -1.443 -2.019 -0.947
H -1.124 -1.310 0.564
H -0.116 -2.738 -0.150
H 1.453 2.673 0.008
H 2.320 2.615 -1.589
H 3.036 1.924 -0.206
C 0.784 5.366 1.495
O 2.000 5.699 0.861
C 2.764 6.672 1.358
O 2.479 7.390 2.273
O 3.891 6.664 0.669
C 4.794 7.718 0.862
H 0.913 5.056 2.535
H 0.353 4.546 0.930
H 0.137 6.245 1.551
H 5.720 7.583 0.308
H 5.122 7.844 1.899
H 4.363 8.680 0.577
C -2.388 3.623 0.344
O -3.514 3.358 -0.474
C -4.410 4.322 -0.622
O -4.571 5.256 0.119
O -5.183 4.011 -1.658
C -6.296 4.849 -1.917
H -2.527 3.360 1.394
H -2.150 4.686 0.373
H -1.534 3.061 -0.024
H -6.113 5.911 -1.770
H -7.189 4.521 -1.387
H -6.498 4.742 -2.984
C -0.558 -8.277 -3.111
O -0.177 -6.937 -2.862
C -1.041 -5.996 -3.232
O -2.079 -6.194 -3.791
O -0.586 -4.836 -2.813
C -1.438 -3.708 -3.003
H -1.488 -8.465 -2.574
H 0.210 -8.909 -2.660
H -0.566 -8.527 -4.171
H -2.243 -3.639 -2.281
H -1.746 -3.726 -4.054
H -0.813 -2.817 -3.056
C -4.227 -2.677 1.443
C -5.525 -3.149 0.991
N -6.551 -3.518 0.628
H -3.825 -3.092 2.365
H -4.234 -1.618 1.725
H -3.541 -2.717 0.602
C 1.840 -3.071 -2.182
C 2.246 -3.647 -3.462
N 2.565 -4.099 -4.467
H 1.390 -2.096 -2.358
H 2.647 -2.891 -1.470
H 1.191 -3.752 -1.635
C 5.845 3.437 0.476
C 4.898 3.013 1.505
N 4.084 2.641 2.224
H 6.814 3.652 0.927
H 5.439 4.278 -0.078
H 6.046 2.600 -0.191
C 1.299 5.499 -2.283
C 2.478 6.312 -2.520
N 3.428 6.922 -2.728
H 1.478 4.963 -1.353
H 1.176 4.754 -3.068
H 0.445 6.173 -2.238
C 6.503 1.766 -3.762
C 5.364 2.352 -3.045
N 4.486 2.817 -2.468
H 7.065 2.634 -4.101
H 6.215 1.027 -4.503
H 7.124 1.207 -3.060
C 0.631 0.226 -4.045
C 2.021 -0.199 -4.152
N 3.098 -0.578 -4.246
H 0.366 0.610 -5.040
H 0.367 1.050 -3.392
H -0.057 -0.605 -3.908
C -5.724 0.691 -0.074
C -4.432 0.129 -0.494
N -3.417 -0.327 -0.779
H -5.670 1.775 -0.146
H -5.995 0.406 0.938
H -6.474 0.316 -0.770

Mulliken population analysis, charges in e, atoms 1 to 8: -0.6740, -0.3264, 0.7390, -0.5471, -0.2982, -0.6841, 0.2537, 0.2939

---

3.
This record from the Open Molecules 2025 dataset describes a 2-piece molecular cluster, C4H4N2O overall in a non-equilibrium geometry. The level of theory is ωB97M-V/def2-TZVPD.

The calculation puts the energy above the lowest of the compared OMol25 structures with the same formula, charge and spin at 59.8 kcal/mol. Its total energy is -339.48636 Ha. As for the SMILES: N#CN=C=O.C=C. As for the HOMO-LUMO gap: 0.3952 Ha. For the LUMO energy, the calculation gives 0.329 eV.

Geometry (Å):
C -1.779 -1.434 0.044
C -1.965 0.976 0.082
C 1.743 0.836 -0.098
C 1.361 -0.415 0.061
N -1.718 -2.573 -0.088
N -1.586 -0.155 0.024
O -2.207 2.090 -0.016
H 2.619 0.928 -0.748
H 1.295 1.645 0.287
H 1.758 -1.259 -0.287
H 0.480 -0.639 0.739

Mulliken population analysis, charges in e, atoms 1 to 8: 0.5302, 0.5170, -0.4896, -0.4852, -0.4159, -0.2688, -0.3490, 0.1915

---

4.
This record from the Open Molecules 2025 dataset describes C16H19AsN2O2RhSe as an isolated structure in a non-equilibrium geometry. The level of theory is ωB97M-V/def2-TZVPD.

The calculation puts the energy above the lowest of the compared OMol25 structures with the same formula, charge and spin at 10.8 kcal/mol. Its total energy is -5628.62114 Ha. As for the HOMO-LUMO gap (spin up / spin down): 0.2286 / 0.2289 Ha. Its charge is +1. For the LUMO energy (spin up / spin down), the calculation gives -4.713 / -4.705 eV.

Geometry (Å):
Rh -0.188 0.334 0.147
O 5.242 4.898 3.065
C 5.703 3.788 2.470
O 6.877 3.608 2.330
C 4.688 2.787 1.981
C 3.350 3.085 1.749
C 2.500 2.107 1.268
C 2.967 0.818 1.018
C 4.310 0.517 1.258
C 5.156 1.502 1.724
N 2.023 -0.106 0.529
C 2.300 -1.328 0.296
C 1.285 -2.167 -0.270
C 1.522 -3.493 -0.620
C 0.518 -4.224 -1.218
C -0.703 -3.608 -1.457
C -0.879 -2.292 -1.080
N 0.092 -1.584 -0.486
H 4.292 4.863 3.222
H 2.956 4.081 1.910
H 1.454 2.324 1.084
H 4.712 -0.470 1.083
H 6.203 1.295 1.897
H 3.278 -1.768 0.469
H 2.494 -3.928 -0.429
H 0.682 -5.254 -1.501
H -1.521 -4.138 -1.922
H -1.819 -1.785 -1.228
Se -2.309 0.738 0.621
C -0.520 0.485 -3.320
As -0.597 1.615 -1.745
C -2.149 2.732 -2.079
C 0.852 2.889 -1.981
H -0.564 1.104 -4.216
H -1.368 -0.198 -3.317
H 0.408 -0.085 -3.315
H -2.010 3.252 -3.028
H -2.245 3.452 -1.269
H -3.043 2.117 -2.111
H 0.732 3.407 -2.932
H 1.808 2.368 -1.963
H 0.823 3.613 -1.169

Mulliken population analysis, charges in e, atoms 1 to 8: -0.1283, -0.4510, 0.6276, -0.5129, 0.7640, -1.2205, -0.3761, 1.0994

---

5.
This record from the Open Molecules 2025 dataset describes one molecule with the formula C6H4O. The level of theory is ωB97M-V/def2-TZVPD.

The calculation puts the energy above the lowest of the compared OMol25 structures with the same formula, charge and spin at 69.4 kcal/mol. Its total energy is -306.10097 Ha. As for the HOMO-LUMO gap: 0.3181 Ha. For the LUMO energy, the calculation gives -0.307 eV.

Geometry (Å):
C -1.382 0.554 2.837
C -1.141 0.461 1.564
C -0.161 0.149 0.536
C 0.521 -0.959 0.135
C 0.936 -0.692 -1.210
C 0.504 0.560 -1.499
O -0.158 1.086 -0.450
H -2.117 0.761 1.131
H 0.685 -1.867 0.701
H 1.435 -1.368 -1.890
H 0.563 1.202 -2.363

Mulliken population analysis, charges in e, atoms 1 to 8: -0.2193, -0.2709, 0.3004, -0.3415, -0.3111, -0.3405, -0.2869, 0.2465

---

6.
This record from the Open Molecules 2025 dataset describes a 2-piece molecular cluster, C2H5NO2S overall in a non-equilibrium geometry. The level of theory is ωB97M-V/def2-TZVPD.

The calculation puts the energy above the lowest of the compared OMol25 structures with the same formula, charge and spin at 157.3 kcal/mol. Its total energy is -682.38894 Ha. As for the HOMO-LUMO gap: 0.3283 Ha. For the LUMO energy, the calculation gives -0.012 eV.

Geometry (Å):
C -0.844 1.218 -0.678
C 0.780 -0.384 -0.278
H -1.565 0.219 -0.684
H -0.985 1.881 0.282
H -1.111 1.717 -1.688
H -0.725 0.035 0.897
H 1.585 -1.649 1.494
N 0.038 -0.545 0.859
O 0.487 0.756 -0.881
O 0.212 -2.100 1.149
S 2.130 -1.148 -0.473

Mulliken population analysis, charges in e, atoms 1 to 8: -0.7520, 0.7619, 0.3570, 0.2563, 0.2608, 0.2677, 0.3627, -0.2502

---

Among the records above, which one has the highest energy above the lowest of the compared OMol25 structures with the same formula, charge and spin? C2H5NO2S

---

Which of these has the lowest energy above the lowest of the compared OMol25 structures with the same formula, charge and spin? C35H63N7O21

---

The highest energy above the lowest of the compared OMol25 structures with the same formula, charge and spin belongs to which entry? C2H5NO2S